1.
Entry from the OMol25 dataset: C18H20N3O7RhS as an isolated structure (ωB97M-V with the def2-TZVPD basis set).

orbital gap: 7.7263 eV
LUMO energy: -1.233 eV
relative energy (zero: lowest compared OMol25 entry of this formula, charge and spin): 7.10 kJ/mol
spin multiplicity: 1

Each line ends with the Löwdin charge.
Positions of all 50 atoms, in Å:
Rh (1.80815, 0.70321, -0.28084)  1.31
O (0.49361, 2.57730, -2.30351)  -0.08
C (0.07517, 3.59629, -1.41976)  -0.24
C (0.38220, 3.35835, 0.06054)  -0.14
N (1.68691, 2.71501, 0.29025)  -0.26
C (1.96443, 2.61054, 1.74453)  -0.07
C (1.24907, 1.42794, 2.34022)  -0.59
O (0.82688, 1.41794, 3.46831)  0.11
O (1.17491, 0.39111, 1.52706)  -0.12
C (2.81024, 3.40786, -0.37289)  -0.07
C (4.00039, 2.46713, -0.49489)  -0.59
O (5.10950, 2.89292, -0.68398)  0.10
O (3.69982, 1.17471, -0.42340)  -0.15
H (-0.22264, 1.92879, -2.33634)  0.05
H (0.56719, 4.50949, -1.75877)  0.12
H (-1.00102, 3.77123, -1.48586)  0.13
H (0.36710, 4.33627, 0.55776)  0.14
H (-0.36966, 2.72358, 0.53220)  0.12
H (3.03361, 2.43118, 1.87968)  0.15
H (1.69781, 3.52742, 2.27101)  0.14
H (2.52225, 3.68321, -1.38652)  0.13
H (3.09971, 4.31062, 0.16758)  0.15
C (-4.56609, -3.41831, 2.82751)  -0.05
C (-3.78398, -2.63555, 1.80704)  -0.26
C (-4.09133, -2.72234, 0.45396)  -0.03
C (-3.38724, -1.98395, -0.48817)  -0.05
C (-2.36541, -1.15195, -0.05749)  -0.28
C (-2.03001, -1.05269, 1.28959)  -0.04
C (-2.74407, -1.79649, 2.20929)  -0.02
S (-1.48075, -0.18446, -1.22556)  0.61
O (-1.75658, -0.69059, -2.54099)  -0.28
O (-1.74763, 1.21131, -0.96773)  -0.29
N (0.05781, -0.41581, -0.79233)  -0.19
C (0.80319, -1.47179, -1.21453)  -0.36
C (0.50062, -2.60362, -1.97299)  0.01
C (1.54232, -3.46756, -2.23629)  -0.04
C (2.85228, -3.19582, -1.80599)  -0.06
C (3.08591, -2.02899, -1.11696)  -0.09
N (2.06934, -1.21574, -0.82310)  -0.03
H (-5.08145, -4.26155, 2.36949)  0.08
H (-5.31871, -2.78382, 3.30007)  0.09
H (-3.91599, -3.79776, 3.61575)  0.08
H (-4.88989, -3.37883, 0.12945)  0.11
H (-3.61990, -2.04803, -1.54235)  0.11
H (-1.20606, -0.42191, 1.60187)  0.10
H (-2.48532, -1.73298, 3.25963)  0.12
H (-0.49768, -2.76939, -2.34461)  0.11
H (1.34803, -4.36463, -2.81011)  0.11
H (3.66638, -3.86938, -2.02557)  0.10
H (4.06657, -1.70944, -0.79129)  0.12

---

2.
Entry from the OMol25 dataset: C32H38Cl32IN4O5PS as an isolated structure at a distorted geometry (ωB97M-V with the def2-TZVPD basis set).

orbital gap: 6.7594 eV
LUMO energy: -1.815 eV
spin multiplicity: 1

Each line ends with the Löwdin charge.
Positions of all 114 atoms, in Å:
C (-1.40733, -6.10573, 1.89795)  -0.12
O (-2.06486, -5.87541, 0.62960)  -0.24
C (-3.23916, -5.03627, 0.76497)  -0.21
C (-3.01018, -3.49108, 0.36404)  -0.19
C (-1.47961, -3.08723, 0.09945)  -0.20
C (-0.86998, -3.68404, -1.28396)  -0.19
C (-0.38218, -2.53232, -2.31397)  -0.22
C (1.22270, -2.24242, -2.17290)  -0.20
C (1.41793, -0.66599, -2.39562)  -0.21
C (2.94772, -0.15971, -2.34471)  -0.21
C (3.38070, 0.48536, -0.93899)  -0.20
C (3.08662, 2.09093, -0.84591)  -0.17
C (1.76752, 2.40873, 0.02990)  -0.13
C (2.05171, 2.36157, 1.62263)  -0.14
N (2.29127, 1.07212, 2.17512)  0.11
C (2.49210, 1.08772, 3.59875)  -0.18
C (2.72867, -0.31462, 4.29636)  -0.17
P (2.78061, -1.85572, 3.14838)  0.73
N (4.26307, -2.44788, 3.07239)  -0.31
C (2.91615, -0.46935, 5.84621)  -0.14
S (3.13994, -2.12519, 6.68316)  0.68
C (1.43979, -2.92403, 6.68936)  -0.15
O (4.18132, -2.98807, 6.02897)  -0.36
O (3.53090, -1.97709, 8.14175)  -0.37
C (2.89673, 0.89689, 6.66250)  -0.15
O (3.08636, 0.92329, 8.09912)  -0.10
N (4.25802, 1.64187, 8.29231)  -0.01
O (5.20796, 1.01827, 7.94461)  0.03
C (2.69762, 2.27226, 5.97429)  0.05
C (2.47807, 2.40630, 4.40599)  -0.26
N (2.29081, 3.74367, 3.90996)  0.12
C (2.06595, 3.64854, 2.50640)  -0.24
C (1.77731, 5.05356, 1.74496)  -0.19
C (0.29508, 5.58004, 2.07793)  -0.71
C (-0.40771, 6.41622, 0.90338)  -0.19
I (-1.06486, 3.99975, 2.79672)  0.82
H (-2.11504, -6.24041, 2.78458)  0.09
H (-0.60190, -5.29932, 2.08972)  0.08
H (-0.82313, -7.09651, 1.78871)  0.10
H (-3.69463, -5.15615, 1.81482)  0.12
H (-4.01710, -5.45320, 0.01251)  0.12
H (-3.68704, -3.17910, -0.50998)  0.07
H (-3.36152, -2.86221, 1.27100)  0.08
H (-0.83810, -3.34628, 1.01831)  0.10
H (-1.45616, -1.93388, -0.02234)  0.05
H (-1.64608, -4.40042, -1.72662)  0.11
H (0.04840, -4.31933, -0.99245)  0.11
H (-0.58815, -2.91545, -3.38727)  0.11
H (-0.96666, -1.56373, -2.09073)  0.08
H (1.48099, -2.55788, -1.09393)  0.11
H (1.80665, -2.90513, -2.89556)  0.11
H (0.86953, -0.14485, -1.51704)  0.10
H (0.95332, -0.34467, -3.39152)  0.12
H (3.09946, 0.59398, -3.21353)  0.11
H (3.63482, -1.05372, -2.61223)  0.11
H (4.50583, 0.24780, -0.80214)  0.11
H (2.84787, -0.09173, -0.09503)  0.08
H (2.97672, 2.46639, -1.91862)  0.11
H (4.04992, 2.53766, -0.39723)  0.05
H (1.05003, 1.51788, -0.16013)  0.09
H (1.19850, 3.34015, -0.29813)  0.10
H (2.42328, -1.44735, 1.80263)  -0.01
H (1.77480, -2.77666, 3.58394)  -0.01
H (4.63779, -2.41378, 2.10652)  -0.03
H (0.80589, -2.32420, 7.44173)  0.09
H (1.47597, -4.03140, 6.96260)  0.09
H (0.98149, -2.71974, 5.65791)  0.04
H (2.68032, 3.21357, 6.64165)  0.13
H (2.51749, 5.79966, 2.23307)  0.10
H (2.04422, 5.02249, 0.63760)  0.11
H (0.39978, 6.30269, 2.97611)  0.09
H (-0.45347, 5.81301, -0.06698)  0.08
H (0.00959, 7.48094, 0.76874)  0.09
H (-1.51017, 6.56629, 1.22948)  0.06
C (-5.22689, -2.53562, -3.93152)  -1.98
Cl (-3.75691, -1.82114, -3.23258)  0.49
Cl (-5.07494, -2.58767, -5.70052)  0.51
Cl (-5.43810, -4.18534, -3.30558)  0.53
Cl (-6.63622, -1.54796, -3.48742)  0.51
C (-3.69928, 0.56128, 0.57592)  -1.97
Cl (-4.36517, 2.19638, 0.37550)  0.51
Cl (-4.58727, -0.28625, 1.86098)  0.54
Cl (-3.86008, -0.33867, -0.94985)  0.47
Cl (-1.98148, 0.67066, 1.01527)  0.49
C (8.17893, 3.32440, 7.55982)  -2.00
Cl (8.47783, 4.04880, 9.15484)  0.52
Cl (6.53536, 3.73978, 7.01991)  0.50
Cl (9.36465, 3.95344, 6.39507)  0.50
Cl (8.34017, 1.55979, 7.67169)  0.54
C (-7.11674, 2.67365, -3.85754)  -2.01
Cl (-8.33238, 3.45052, -2.82015)  0.52
Cl (-5.95762, 1.78355, -2.84756)  0.48
Cl (-7.92080, 1.54412, -4.96888)  0.47
Cl (-6.25634, 3.91510, -4.79396)  0.52
C (-11.44688, -0.24550, -6.04042)  -2.02
Cl (-12.36018, -1.75470, -6.25061)  0.52
Cl (-9.73845, -0.52671, -6.44076)  0.48
Cl (-12.10931, 1.00298, -7.11693)  0.52
Cl (-11.57751, 0.29655, -4.35346)  0.51
C (6.15152, 3.57609, 2.90321)  -1.97
Cl (5.48961, 5.21460, 2.70992)  0.54
Cl (5.28485, 2.73734, 4.20723)  0.59
Cl (5.95212, 2.67345, 1.38528)  0.56
Cl (7.87733, 3.67934, 3.30699)  0.52
C (-3.60616, -1.96509, -9.32327)  -2.03
Cl (-2.33738, -2.71893, -8.33366)  0.51
Cl (-3.10246, -1.95802, -11.02658)  0.50
Cl (-5.11550, -2.88849, -9.15497)  0.50
Cl (-3.86991, -0.29524, -8.77648)  0.51
C (0.50842, -0.07926, -12.63398)  -2.03
Cl (0.52306, -0.53158, -10.91574)  0.50
Cl (-0.01346, 1.61127, -12.79711)  0.51
Cl (2.14158, -0.26294, -13.30902)  0.52
Cl (-0.61829, -1.13429, -13.51431)  0.50

---

3.
Entry from the OMol25 dataset: a 2-piece molecular cluster, C3H9N2OP overall at a distorted geometry (ωB97M-V with the def2-TZVPD basis set).

orbital gap (alpha / beta): 7.6956 / 7.6968 eV
LUMO energy (alpha / beta): -0.148 / -0.148 eV
relative energy (zero: lowest compared OMol25 entry of this formula, charge and spin): 219.68 kJ/mol
spin multiplicity: 1

Each line ends with the Löwdin charge.
Positions of all 16 atoms, in Å:
C (-2.14719, -2.24762, 0.23104)  -0.01
C (-0.97573, -1.69666, 0.53539)  -0.33
C (-0.29969, -0.79117, -0.25674)  -0.30
N (0.19425, 2.76525, 0.00969)  0.04
N (2.14262, 0.48409, -1.00033)  -0.10
O (2.03704, -0.81922, 1.35323)  -0.36
P (1.25171, -0.24083, 0.20544)  0.70
H (-2.46042, -3.07432, 0.76115)  0.01
H (-2.89499, -1.92597, -0.63994)  0.11
H (-0.38251, -2.06010, 1.32219)  0.08
H (-0.66226, -0.52997, -1.26337)  0.08
H (0.38889, 2.15932, 0.78488)  -0.02
H (-0.51063, 2.33057, -0.48176)  -0.02
H (1.40252, 1.04812, -1.43205)  0.03
H (2.95360, 0.98360, -0.54659)  0.09
H (-0.03720, 3.61492, 0.41777)  0.00

---

4.
Entry from the OMol25 dataset: a 2-piece molecular cluster, CH4IN2O overall at a distorted geometry (ωB97M-V with the def2-TZVPD basis set).

orbital gap: 8.8672 eV
LUMO energy: -4.766 eV
relative energy (zero: lowest compared OMol25 entry of this formula, charge and spin): 55.41 kJ/mol
total charge: +1
spin multiplicity: 1

Each line ends with the Löwdin charge.
Positions of all 9 atoms, in Å:
C (-0.36926, 0.42667, 0.01203)  -0.13
N (-1.47988, 1.08356, -0.06115)  0.23
N (0.60449, -0.03894, 0.45514)  0.34
O (3.04027, -1.10435, -0.14278)  -0.72
I (4.32172, 0.43632, 0.07476)  0.93
H (-1.56522, 2.13441, -0.00406)  0.20
H (-1.88910, 0.64598, -0.80115)  0.10
H (1.59364, -0.44640, 0.27331)  0.06
H (3.01471, -1.62094, 0.63595)  -0.02